[1]
This record from the Open Molecules 2025 dataset describes an isolated molecule of C16H31BBr2Cl2N2O4S. The level of theory is the ωB97M-V functional and the def2-TZVPD basis.

Cartesian coordinates (Å):
C  0.6796  -1.8577  3.0736
N  0.5883  -1.5211  1.6465
C  -0.8063  -1.4238  1.2032
C  -1.0263  -0.5885  -0.0806
C  -2.5309  -0.7251  -0.5367
Br  -2.8930  -1.6778  -2.2041
C  -3.5608  -1.1266  0.5206
C  -4.9316  -0.5232  0.2268
Br  -3.7251  -3.0530  0.7940
C  0.0327  -1.0404  -1.0833
C  0.1153  -2.5286  -1.4604
C  1.5561  -3.0735  -1.4087
C  2.0789  -3.5701  -2.7459
Cl  1.6527  -4.4024  -0.1795
O  -0.0984  -0.2583  -2.2856
S  0.8493  1.0352  -2.5539
O  -0.0774  2.0831  -2.9476
O  1.3777  1.2881  -1.0634
C  0.6008  1.5639  0.1625
C  0.4755  3.1110  0.2419
C  1.7349  3.8868  -0.1697
C  1.7523  4.4264  -1.5963
Cl  0.3392  5.4590  -1.9417
B  1.5489  1.1926  1.3997
C  3.0394  0.7394  1.2209
O  1.0757  1.5931  2.6507
C  -0.8445  0.9673  0.1213
N  -1.6057  1.3717  1.3202
H  0.6677  -2.9363  3.2578
H  1.6010  -1.4603  3.5130
H  -0.1764  -1.4413  3.6157
H  1.0331  -2.2949  1.1663
H  -1.2337  -2.4131  1.0065
H  -1.3725  -0.9990  2.0302
H  -2.8509  0.2794  -0.8352
H  -3.1886  -0.7454  1.4693
H  -5.0918  -0.4177  -0.8489
H  -5.7391  -1.1289  0.6343
H  -4.9920  0.4710  0.6825
H  0.9784  -0.7881  -0.6028
H  -0.5412  -3.1285  -0.8294
H  -0.2629  -2.6466  -2.4785
H  2.2269  -2.3057  -1.0166
H  1.3751  -4.2677  -3.2042
H  3.0441  -4.0636  -2.6334
H  2.2012  -2.7120  -3.4161
H  -0.3690  3.4301  -0.3776
H  0.2386  3.3850  1.2723
H  1.8573  4.7442  0.5001
H  2.6301  3.2685  -0.0507
H  2.6317  5.0555  -1.7425
H  1.7659  3.6355  -2.3466
H  3.2032  0.1382  0.3260
H  3.3795  0.1898  2.1041
H  3.6882  1.6242  1.1514
H  0.7785  0.8704  3.1890
H  -1.2925  1.4442  -0.7598
H  -1.1117  2.0632  1.8622
H  -2.4752  1.8022  1.0366

Values from the calculation:
**2S+1**: 1
**Electronic energy**: -7530.21148 hartree
**E_HOMO**: -9.4197 eV



[2]
This record from the Open Molecules 2025 dataset describes a cluster of 2 separate species, C16H31BClFIN3O7PS in total at a distorted geometry. The level of theory is the ωB97M-V functional and the def2-TZVPD basis.

Cartesian coordinates (Å):
C  -0.1800  -0.9424  4.8867
C  -1.1303  -0.4369  3.8214
O  -0.4667  -0.5452  2.5582
C  -0.8317  0.3445  1.5841
O  -0.2806  -0.0630  0.3558
C  0.5450  -1.2381  0.3321
C  1.0105  -1.3974  -1.1038
N  -2.3007  0.2506  1.3484
B  -2.5461  0.1648  -0.1650
C  -2.8757  -1.1918  -0.8737
O  -2.4922  1.3133  -0.8887
C  -3.0312  1.2997  1.8117
N  -4.1919  1.0669  2.3436
Cl  -4.8844  -0.4594  2.4900
N  -2.6644  2.6261  1.7925
C  -1.3197  2.7517  2.4602
P  -0.8523  4.5926  2.4165
O  -2.1842  5.1318  3.2254
I  -1.2809  5.2966  0.1229
C  -0.2984  1.8224  1.8316
F  -0.0329  2.3425  0.5828
C  1.0332  1.7375  2.5790
S  2.1322  3.1462  2.3153
C  2.9960  2.7265  0.7759
C  3.5309  1.3092  0.6944
H  -0.3960  -0.5142  5.8548
H  -0.1941  -2.0210  4.9240
H  0.8317  -0.6683  4.6234
H  -1.4035  0.5797  4.0866
H  -2.0142  -1.0619  3.8035
H  1.4320  -1.1414  0.9411
H  -0.0007  -2.1339  0.5826
H  1.6698  -2.2429  -1.1802
H  1.4812  -0.4886  -1.4474
H  0.1533  -1.6364  -1.7164
H  -3.0150  -2.0203  -0.1968
H  -3.7611  -1.0129  -1.4749
H  -2.0803  -1.3744  -1.5893
H  -1.8401  1.2756  -1.6044
H  -4.7595  1.8424  2.6680
H  -2.5840  2.9361  0.8160
H  -1.5003  2.5771  3.5116
H  -2.9666  4.8324  2.7269
H  1.5766  0.8710  2.2381
H  0.8526  1.5819  3.6355
H  3.8330  3.4088  0.7461
H  2.3575  2.9773  -0.0578
H  2.7367  0.6193  0.4385
H  4.0678  1.0308  1.5911
H  4.2410  1.2726  -0.1214
C  1.8320  -3.7933  -7.0401
C  1.9429  -3.6605  -5.5425
C  0.8720  -2.8187  -4.8906
O  1.5417  -2.3464  -3.7089
C  2.8744  -2.3139  -3.9903
O  3.6896  -1.8060  -3.2928
O  3.1289  -2.9346  -5.1651
H  0.9784  -4.4155  -7.3072
H  1.7163  -2.8165  -7.5115
H  2.7349  -4.2438  -7.4497
H  2.0002  -4.6495  -5.0795
H  -0.0180  -3.3853  -4.6256
H  0.5855  -1.9538  -5.4930

Values from the calculation:
**2S+1**: 1
**Electronic energy**: -2941.18582 hartree
**E_HOMO**: -10.9484 eV
**Net charge**: +1



[3]
This record from the Open Molecules 2025 dataset describes a structure of composition C16H31CaFMgNO11PS at a distorted geometry. The level of theory is the ωB97M-V functional and the def2-TZVPD basis.

Cartesian coordinates (Å):
C  -2.0856  1.1252  -1.7093
C  -0.8473  0.8138  -2.2386
N  0.2529  1.1370  -1.2524
C  1.6661  0.8176  -1.6664
P  2.8001  1.4079  -0.4031
O  3.3201  0.2472  0.4017
O  2.0684  2.3160  0.6482
O  4.0139  2.1178  -1.0322
H  -2.4905  0.5289  -0.8840
H  -2.6390  1.9626  -2.0796
H  -0.5887  0.3755  -3.2003
H  0.0239  0.6369  -0.3715
H  0.1399  2.1287  -1.1208
H  1.8225  -0.2554  -1.6714
H  1.9225  1.2384  -2.6346
H  1.7029  3.1300  0.2655
H  3.8319  3.0019  -1.3797
F  -2.7839  1.4698  -3.9111
Ca  3.1125  -1.0054  1.8339
C  5.3224  0.7984  -4.0323
C  4.2399  -0.2125  -4.5153
O  3.3994  -0.5925  -3.6375
O  4.3137  -0.5422  -5.6926
H  5.2028  1.0466  -2.9727
H  6.3152  0.3722  -4.1782
H  5.2542  1.7162  -4.6197
O  -2.0242  -0.1202  -6.6583
S  -0.6066  -0.5634  -6.2193
O  -0.5856  -0.6722  -4.7656
O  0.3888  0.3079  -6.7550
O  -0.5053  -1.9797  -6.8095
Mg  -2.7573  -2.0435  -6.5274
C  -1.0241  -4.0398  3.7645
C  -0.8323  -3.4003  2.4073
C  -1.7755  -3.9734  1.3744
O  0.5421  -3.5863  1.9717
H  -0.8317  -5.1126  3.7149
H  -0.3222  -3.6143  4.4922
H  -2.0443  -3.9003  4.1218
H  -0.9869  -2.3199  2.4860
H  -1.6061  -5.0442  1.2528
H  -1.6096  -3.5030  0.3998
H  -2.8106  -3.8317  1.6718
H  0.6995  -4.5330  1.8941
C  -0.7081  5.7544  2.5913
C  -0.7273  7.1368  2.6896
C  0.3057  7.8884  2.1468
C  1.3571  7.2603  1.4976
C  1.3756  5.8776  1.3968
C  0.3455  5.1259  1.9455
H  -1.5120  5.1687  3.0158
H  -1.5491  7.6302  3.1900
H  0.2907  8.9665  2.2297
H  2.1598  7.8470  1.0719
H  2.2023  5.3902  0.8886
H  0.3601  4.0434  1.8739
C  -4.6172  -6.4345  5.1604
C  -3.9986  -6.5419  3.7463
O  -3.6800  -5.3351  3.2411
H  -5.5323  -5.8413  5.1378
H  -4.8701  -7.4293  5.5511
H  -3.9135  -5.9718  5.8548
H  -4.7431  -7.1276  3.1519
H  -3.1444  -7.2589  3.8567

Values from the calculation:
**2S+1**: 1
**Electronic energy**: -3227.34774 hartree
**E_HOMO**: -5.8269 eV
**Energy above the lowest of the compared OMol25 structures with the same formula, charge and spin**: 0.000 eV



[4]
This record from the Open Molecules 2025 dataset describes a structure of composition C16H31Cl9NO at a distorted geometry. The level of theory is the ωB97M-V functional and the def2-TZVPD basis.

Cartesian coordinates (Å):
C  -0.1347  -2.4535  -0.1240
C  -1.4470  -1.5516  -0.3362
C  -2.5122  -2.6257  -0.6472
C  -3.9396  -2.0804  -0.4791
C  -4.1165  -1.2199  0.7588
C  -3.0882  -0.1189  0.9641
N  -1.7595  -0.6319  0.8105
O  -0.6433  0.2072  1.3320
C  -3.5304  1.0506  0.0202
C  -3.3686  0.4701  2.3967
C  -1.1822  -0.7697  -1.6140
H  0.0954  -2.9554  -1.0638
H  -0.1776  -3.1159  0.7405
H  0.6714  -1.7719  0.1477
H  -2.4551  -3.0166  -1.6632
H  -2.4281  -3.4714  0.0353
H  -4.7182  -2.8232  -0.6529
H  -4.1494  -1.3713  -1.2799
H  -4.1661  -1.9180  1.5944
H  -5.1377  -0.8577  0.6406
H  -4.5983  1.1432  0.2182
H  -3.0782  2.0344  0.1456
H  -3.4623  0.9562  -1.0635
H  -3.0112  -0.0910  3.2601
H  -2.8703  1.4198  2.5915
H  -4.4574  0.5155  2.3745
H  -0.5267  0.0919  -1.4872
H  -2.0087  -0.3646  -2.1980
H  -0.6557  -1.3691  -2.3567
Cl  4.1167  0.4386  -0.0557
C  4.5446  -1.1252  0.6979
C  4.2116  -1.2566  2.2003
Cl  5.2931  -0.3461  3.2170
H  5.5835  -1.3072  0.4227
H  3.9154  -1.7760  0.0906
H  4.4578  -2.3117  2.3206
H  3.1368  -1.0949  2.2812
Cl  2.5514  3.3481  -3.5650
C  3.6109  2.4537  -2.4122
C  2.9713  2.5331  -1.0159
Cl  2.4846  4.1071  -0.5138
H  4.5922  2.9264  -2.4530
H  3.7611  1.4511  -2.8128
H  3.7011  2.2850  -0.2452
H  2.0937  1.8867  -1.0211
Cl  1.8532  0.5321  0.5506
C  1.2167  2.2481  0.8744
C  -0.3807  2.2311  0.8393
Cl  -0.8894  3.9064  0.9882
H  1.6059  2.8684  0.0670
H  1.6177  2.5950  1.8268
H  -0.6890  1.7022  1.7412
H  -0.7000  1.8696  -0.1381
C  1.5243  -0.6349  -1.3370
Cl  0.8156  -1.5789  -2.6561
Cl  2.7331  0.4176  -2.0227
Cl  2.3515  -1.6455  -0.1090
H  0.7721  -0.0346  -0.8253

Values from the calculation:
**2S+1**: 2
**Electronic energy**: -4899.08995 hartree
**E_HOMO (alpha / beta)**: -8.3886 / -8.3661 eV